[1]
The following is a DFT calculation (the ωB97M-V functional and the def2-TZVPD basis) of one molecule with the formula C5H11NO.

The value obtained for the strongest force on any atom is 0.005 hartree/bohr. As for the total charge: 0. The energy above the lowest of the compared OMol25 structures with the same formula, charge and spin comes out at 87.1 kcal/mol. The value obtained for the HOMO-LUMO gap is 7.171 eV. For the LUMO energy, the calculation gives 0.97 eV. The value obtained for the highest occupied orbital energy is -6.2 eV.

Each line ends with the Löwdin charge.
Geometry (Å):
O  -0.132  2.164  -0.386  -0.148
N  0.681  -0.001  -0.110  -0.181
C  0.823  1.321  0.111  -0.221
C  1.696  -0.848  0.520  -0.017
C  -0.341  -0.588  -0.740  -0.164
C  -1.357  2.160  0.338  -0.106
C  -0.670  -2.040  -0.587  -0.115
H  2.551  -0.231  0.799  0.089
H  2.007  -1.625  -0.180  0.097
H  -0.981  0.076  -1.304  0.097
H  0.017  -2.727  -1.106  0.067
H  -0.711  -2.363  0.464  0.070
H  1.826  1.729  0.189  0.113
H  -1.665  -2.220  -1.006  0.070
H  1.285  -1.314  1.419  0.099
H  -1.187  1.833  1.371  0.091
H  -2.094  1.493  -0.128  0.072
H  -1.748  3.181  0.336  0.086

---

[2]
The following is a DFT calculation (the ωB97M-V functional and the def2-TZVPD basis) of C2H10N4 as an isolated structure.

The value obtained for the strongest force on any atom is 0.054 hartree/bohr. As for the total charge: 0. The energy above the lowest of the compared OMol25 structures with the same formula, charge and spin comes out at 107.7 kcal/mol. The value obtained for the HOMO-LUMO gap is 8.828 eV. For the LUMO energy, the calculation gives 0.95 eV. The value obtained for the highest occupied orbital energy is -7.9 eV.

Each line ends with the Löwdin charge.
Geometry (Å):
N  1.348  1.328  0.481  -0.044
N  -0.014  -0.583  0.364  -0.240
N  0.086  1.238  -0.007  -0.166
N  0.096  -1.621  -0.549  0.002
C  0.087  1.331  -1.454  -0.150
C  -1.125  -0.778  1.271  -0.140
H  -0.577  -2.387  -0.498  0.078
H  -0.955  -1.661  1.903  0.075
H  1.299  1.551  1.471  0.072
H  -0.901  1.048  -1.816  0.069
H  -2.072  -0.921  0.732  0.073
H  1.017  -2.041  -0.570  0.074
H  0.311  2.364  -1.733  0.075
H  0.843  0.684  -1.914  0.060
H  -1.201  0.092  1.918  0.067
H  1.757  0.356  0.401  0.094

---

[3]
The following is a DFT calculation (the ωB97M-V functional and the def2-TZVPD basis) of an isolated ion of composition C7H10N3 and charge +1.

The value obtained for the strongest force on any atom is 0.075 hartree/bohr. As for the total charge: +1. The energy above the lowest of the compared OMol25 structures with the same formula, charge and spin comes out at 121.5 kcal/mol. The value obtained for the HOMO-LUMO gap is 7.019 eV. For the LUMO energy, the calculation gives -6.03 eV. The value obtained for the highest occupied orbital energy is -13.1 eV.

Each line ends with the Löwdin charge.
Geometry (Å):
N  0.092  1.726  0.327  0.189
N  0.044  -0.525  0.418  0.100
N  -1.461  1.620  -2.879  0.414
C  2.795  -2.760  1.182  0.007
C  -2.160  0.607  0.069  -0.049
C  -0.746  1.834  -2.001  0.036
C  0.021  2.175  -0.908  -0.069
C  1.700  -2.243  0.683  -0.170
C  1.166  -0.868  0.917  -0.122
C  -0.716  0.651  0.677  -0.488
H  -2.635  1.678  0.156  0.125
H  -2.306  0.198  -0.948  0.062
H  0.700  2.943  -1.124  0.122
H  -2.149  1.544  -3.554  0.138
H  -0.934  0.766  1.738  0.150
H  3.464  -2.273  1.901  0.074
H  -2.740  0.015  0.817  0.095
H  3.114  -3.816  0.897  0.096
H  1.025  -3.065  0.082  0.162
H  1.726  -0.207  1.552  0.124

---

[4]
The following is a DFT calculation (the ωB97M-V functional and the def2-TZVPD basis) of a 2-piece molecular cluster, C19H39BNO5 overall.

The value obtained for the strongest force on any atom is 0.018 hartree/bohr. As for the total charge: -1. The value obtained for the HOMO-LUMO gap is 7.709 eV. For the LUMO energy, the calculation gives 2.42 eV. The value obtained for the highest occupied orbital energy is -5.3 eV.

Each line ends with the Löwdin charge.
Geometry (Å):
O  -0.942  -0.275  -0.499  -0.003
O  -0.754  2.455  0.779  -0.077
O  -3.016  -0.390  5.623  -0.194
O  4.969  2.072  -3.843  -0.001
O  3.032  3.096  -3.759  0.110
N  -1.719  -0.965  -2.684  0.106
C  -3.472  -2.542  1.496  -0.189
C  0.452  -2.906  1.249  -0.238
C  -2.065  -2.922  0.979  -0.184
C  -4.944  -1.299  3.124  -0.197
C  -1.336  -0.651  -1.632  -0.493
C  -3.512  -1.620  2.712  -0.236
C  -1.639  -0.245  5.331  -0.103
C  -5.092  -0.398  4.370  -0.172
C  6.717  1.699  -5.510  -0.070
C  0.379  2.434  -1.410  -0.185
C  3.773  2.400  -4.388  -0.515
C  -3.872  0.399  4.808  -0.249
C  -0.280  3.241  -0.307  -0.277
C  1.600  0.181  -1.118  -0.167
C  1.677  1.711  -1.019  -0.216
C  -0.883  -2.456  1.831  -0.245
C  0.830  -2.207  -0.072  -0.156
C  5.840  1.105  -4.427  -0.243
C  3.426  1.918  -5.779  0.014
B  0.579  -0.593  -0.113  -0.548
H  3.663  2.714  -6.485  0.092
H  -1.083  -0.594  6.200  0.083
H  -5.426  -2.256  3.346  0.105
H  -4.214  1.254  5.404  0.115
H  -5.497  -0.871  2.285  0.107
H  -4.057  -3.440  1.712  0.102
H  -5.399  -0.992  5.232  0.107
H  2.354  1.739  -5.804  0.095
H  0.584  3.145  -2.218  0.102
H  0.369  -3.991  1.094  0.095
H  0.358  -2.745  -0.904  0.090
H  -1.346  -0.843  4.465  0.069
H  0.424  3.951  0.128  0.111
H  7.412  0.948  -5.888  0.078
H  6.453  0.758  -3.597  0.123
H  -4.007  -2.026  0.692  0.108
H  2.599  -0.211  -0.887  0.085
H  5.274  0.243  -4.784  0.114
H  1.243  -2.776  1.992  0.099
H  2.455  2.062  -1.702  0.069
H  -1.112  3.804  -0.751  0.104
H  6.126  2.071  -6.348  0.065
H  -3.024  -2.104  3.559  0.108
H  7.290  2.536  -5.109  0.080
H  -0.349  1.730  -1.817  0.098
H  1.906  -2.343  -0.226  0.082
H  0.728  -0.116  1.004  0.110
H  1.417  -0.082  -2.171  0.095
H  -1.994  -4.015  0.964  0.106
H  3.935  1.009  -6.087  0.066
H  -2.973  -0.705  2.469  0.109
H  -1.006  -2.912  2.822  0.105
H  1.976  2.022  -0.014  0.108
H  -3.321  0.806  3.959  0.114
H  -1.948  -2.596  -0.051  0.088
H  -0.892  -1.377  1.982  0.085
H  -1.398  1.833  0.431  0.066
H  -1.374  0.799  5.150  0.090
H  -5.892  0.329  4.210  0.102

---

[5]
The following is a DFT calculation (the ωB97M-V functional and the def2-TZVPD basis) of C2H5NO3 as an isolated structure.

The value obtained for the strongest force on any atom is 0.104 hartree/bohr. As for the total charge: 0. The energy above the lowest of the compared OMol25 structures with the same formula, charge and spin comes out at 185.5 kcal/mol. The value obtained for the HOMO-LUMO gap is 8.813 eV. For the LUMO energy, the calculation gives 0.46 eV. The value obtained for the highest occupied orbital energy is -8.3 eV.

Each line ends with the Löwdin charge.
Geometry (Å):
O  0.967  1.367  -0.960  0.173
O  -1.109  0.639  0.474  -0.264
O  2.244  -0.757  0.319  -0.177
N  -2.052  -0.156  -0.227  -0.043
C  0.582  0.398  -0.205  -0.226
C  0.520  -0.529  0.643  0.083
H  1.670  1.875  -0.522  0.162
H  0.138  -1.359  1.191  0.123
H  -2.484  0.456  -0.918  0.068
H  2.304  -1.543  -0.241  0.030
H  -2.779  -0.391  0.447  0.071

---

[6]
The following is a DFT calculation (the ωB97M-V functional and the def2-TZVPD basis) of C39H32IN5O3SbTi as an isolated structure.

The value obtained for the strongest force on any atom is 0.053 hartree/bohr. As for the total charge: +1. The energy above the lowest of the compared OMol25 structures with the same formula, charge and spin comes out at 72.4 kcal/mol. The value obtained for the HOMO-LUMO gap is 5.435 eV. For the LUMO energy, the calculation gives -4.11 eV. The value obtained for the highest occupied orbital energy is -9.5 eV.

Each line ends with the Löwdin charge.
Geometry (Å):
I  -3.138  -7.626  2.180  0.954
Sb  0.437  2.926  -2.644  1.517
Ti  -0.338  -0.457  -0.497  1.089
O  3.606  0.112  -1.269  0.104
O  0.028  -2.392  -1.146  -0.097
O  -2.015  -1.659  -0.714  -0.054
N  -1.496  1.214  -0.625  -0.065
N  0.002  0.468  -4.306  0.048
N  1.213  0.354  -1.490  -0.031
N  0.743  4.759  -0.343  0.052
N  0.231  -0.446  1.133  0.011
C  -0.740  -1.703  -4.982  -0.037
C  -2.570  -6.359  0.673  -0.753
C  -1.729  -4.044  -0.711  -0.106
C  1.011  -0.414  -6.330  -0.017
C  -3.881  1.391  -0.868  -0.004
C  0.154  -0.517  -5.216  -0.313
C  1.767  1.630  -5.341  -0.106
C  0.718  -0.817  2.293  -0.177
C  1.997  -1.502  2.286  -0.159
C  1.852  0.678  -6.348  -0.076
C  0.103  -0.189  3.486  -0.219
C  -1.197  -6.225  0.348  -0.135
C  -0.357  -1.059  4.494  -0.021
C  -0.025  6.193  1.429  -0.037
C  2.567  -1.980  1.102  -0.014
C  -2.866  0.651  1.347  -0.015
C  2.428  0.238  -1.450  -0.415
C  -2.761  1.041  -0.097  -0.295
C  2.292  5.157  1.418  -0.031
C  1.049  5.314  0.828  -0.352
C  2.747  3.531  -0.271  -0.111
C  0.801  1.475  -4.317  -0.476
C  -3.529  -5.574  -0.010  -0.133
C  -0.129  1.156  3.556  -0.018
C  -3.726  1.911  -2.148  -0.025
C  -1.218  -2.658  -0.841  -0.503
C  3.918  -2.003  1.014  -0.060
C  4.089  -1.484  3.373  -0.052
C  -0.797  -5.126  -0.408  0.007
C  -3.120  -4.351  -0.555  -0.002
C  -1.335  1.757  -1.820  -0.416
C  -1.015  1.675  4.545  -0.048
C  -1.581  0.799  5.420  -0.084
C  4.694  -1.682  2.125  -0.025
C  -1.202  -0.523  5.429  -0.073
C  -2.441  2.062  -2.631  -0.125
C  1.480  3.788  -0.772  -0.444
C  3.194  4.331  0.758  -0.072
C  2.720  -1.426  3.489  0.002
H  0.235  -5.107  -0.749  0.121
H  -1.759  -1.398  -4.678  0.086
H  2.594  0.880  -7.152  0.124
H  -4.871  1.234  -0.417  0.132
H  1.844  -2.209  0.312  0.104
H  4.228  4.268  1.118  0.118
H  -3.862  -3.639  -0.995  0.137
H  -0.080  -2.134  4.434  0.142
H  -3.507  -0.247  1.377  0.103
H  -3.394  1.499  1.832  0.111
H  2.225  -1.208  4.429  0.119
H  2.506  2.434  -5.408  0.099
H  4.684  -1.321  4.284  0.122
H  -1.126  2.735  4.644  0.107
H  4.393  -2.283  0.103  0.112
H  0.914  -1.183  -7.062  0.104
H  -1.002  5.671  1.287  0.082
H  -2.368  1.175  6.068  0.119
H  -4.540  -5.931  -0.120  0.101
H  -0.236  -2.364  -4.229  0.088
H  -1.572  -1.117  6.273  0.122
H  -1.903  0.452  1.791  0.034
H  -2.315  2.406  -3.655  0.095
H  -4.596  2.186  -2.733  0.122
H  5.776  -1.604  2.058  0.119
H  -0.472  -6.970  0.571  0.094
H  2.577  5.650  2.375  0.129
H  -0.749  -2.350  -5.888  0.082
H  0.106  6.299  2.530  0.084
H  3.402  2.762  -0.713  0.096
H  -0.040  7.139  0.871  0.087
H  0.275  1.883  2.868  0.121